This record from OMol25 describes a molecular structure, C4H8N2O2 at a distorted geometry. The level of theory is the ωB97M-V functional and the def2-TZVPD basis.

Output
E_tot   -417.0677 hartree
Kohn-Sham gap   9.20 eV
Highest occupied orbital energy   -9.279 eV
LUMO energy   -0.08 eV
Relative energy (zero: lowest compared OMol25 entry of this formula, charge and spin)   118.1 kcal/mol
M   116.12 g mol⁻¹
Maximum force   2.54 eV/Å

Last column: Löwdin charge in e.
Element x y z (Å)
1 C 0.83127 -0.60940 0.65076  -0.2741
2 C -1.30427 0.85060 -1.23750  -0.1164
3 C 0.87923 0.83934 0.50015  -0.1400
4 N 1.16618 -1.27822 -0.59642  0.0660
5 C -0.79429 -0.78676 0.88393  -0.3038
6 O -0.87199 0.94651 0.12064  -0.2260
7 N 1.52420 1.85693 0.64926  0.2316
8 O -1.33062 -1.74843 0.32495  -0.0278
9 H 1.37195 -0.92496 1.54792  0.1452
10 H 2.05353 -1.76255 -0.52837  0.0795
11 H 0.42173 -1.95950 -0.77752  0.0767
12 H 1.38582 2.58202 1.34630  0.1132
13 H -1.06647 -0.48716 1.90875  0.1336
14 H -0.47362 0.93055 -1.94702  0.0843
15 H -2.00845 1.66414 -1.42682  0.0803
16 H -1.78420 -0.11309 -1.41899  0.0777